[1]
Here is a structure of composition C34H92N8O9 in a non-equilibrium geometry from OMol25. Energies are from ωB97M-V/def2-TZVPD.

Each line ends with the Löwdin charge.
Element x y z (Å)
1 C -3.10 -24.05 21.14  -0.058
2 O -4.02 -22.95 21.25  -0.387
3 C -5.15 -23.30 22.04  -0.126
4 C -6.36 -22.33 21.75  -0.182
5 N -6.95 -22.41 20.43  -0.073
6 C -8.02 -21.52 20.04  -0.161
7 C -7.52 -20.05 19.84  -0.203
8 O -6.52 -19.98 18.87  -0.244
9 C -5.90 -18.68 18.80  -0.083
10 H -2.59 -24.07 20.18  0.047
11 H -3.67 -24.98 21.25  0.108
12 H -2.30 -24.00 21.88  0.127
13 H -4.72 -23.09 23.02  0.129
14 H -5.40 -24.36 22.03  0.114
15 H -5.95 -21.37 22.04  0.098
16 H -7.18 -22.52 22.43  0.117
17 H -6.14 -22.40 19.84  -0.007
18 H -8.87 -21.55 20.72  0.117
19 H -8.47 -21.87 19.11  0.117
20 H -6.98 -19.73 20.73  0.114
21 H -8.34 -19.37 19.63  0.123
22 H -5.17 -18.90 18.02  0.054
23 H -5.30 -18.37 19.66  0.083
24 H -6.49 -17.80 18.53  0.102
25 C -2.47 -18.76 15.60  -0.025
26 C -3.41 -17.45 15.46  -0.276
27 C -4.01 -17.40 14.02  -0.169
28 O -2.94 -17.19 13.13  -0.178
29 C -3.21 -17.44 11.78  -0.122
30 N -4.50 -17.37 16.46  -0.020
31 H -1.49 -18.55 15.17  0.086
32 H -2.88 -19.71 15.25  0.053
33 H -2.20 -18.89 16.65  0.033
34 H -2.89 -16.51 15.66  0.139
35 H -4.71 -16.57 13.87  0.133
36 H -4.46 -18.35 13.73  0.101
37 H -3.79 -16.71 11.22  0.082
38 H -3.78 -18.35 11.59  0.075
39 H -2.29 -17.48 11.18  0.087
40 H -3.92 -17.29 17.29  -0.015
41 H -4.87 -16.48 16.16  0.096
42 C -1.42 -21.41 17.25  -0.069
43 C -2.54 -22.05 16.58  -0.356
44 C -3.84 -21.39 16.83  -0.245
45 O -4.22 -21.60 18.12  -0.174
46 C -5.51 -22.18 18.21  -0.060
47 N -2.23 -22.15 15.16  0.003
48 H -0.52 -21.83 16.80  0.120
49 H -1.42 -21.44 18.34  0.033
50 H -1.46 -20.36 16.97  0.070
51 H -2.62 -23.07 16.93  0.132
52 H -4.47 -21.86 16.08  0.107
53 H -3.93 -20.31 16.67  0.078
54 H -5.49 -22.82 19.10  0.085
55 H -5.70 -22.97 17.48  0.091
56 H -6.30 -21.46 18.02  0.089
57 H -1.36 -22.64 15.01  0.041
58 H -1.95 -21.22 14.91  0.008
59 C -1.36 -22.93 19.61  -0.101
60 C -0.43 -21.84 20.20  -0.262
61 C 1.05 -22.33 20.14  -0.203
62 O 2.02 -21.43 20.72  -0.185
63 C 3.36 -22.04 20.60  -0.085
64 N -0.38 -20.63 19.29  -0.055
65 H -2.43 -22.70 19.57  0.033
66 H -1.38 -23.87 20.15  0.065
67 H -1.04 -23.24 18.61  0.102
68 H -0.55 -21.60 21.25  0.151
69 H 1.27 -22.58 19.10  0.118
70 H 1.04 -23.29 20.66  0.116
71 H 3.49 -22.27 19.54  0.075
72 H 3.55 -23.00 21.08  0.078
73 H 4.01 -21.22 20.91  0.085
74 H -1.22 -20.08 19.38  -0.054
75 H 0.38 -19.99 19.49  0.094
76 C -5.86 -25.85 14.94  -0.052
77 C -4.55 -26.07 15.72  -0.388
78 C -3.30 -25.81 14.88  -0.172
79 O -2.07 -25.98 15.63  -0.177
80 C -1.08 -25.01 15.30  -0.090
81 N -4.71 -25.28 16.94  0.047
82 H -6.20 -26.77 14.46  0.080
83 H -5.60 -25.09 14.21  -0.008
84 H -6.71 -25.51 15.53  0.084
85 H -4.41 -27.10 16.05  0.127
86 H -3.30 -25.00 14.15  0.077
87 H -3.15 -26.58 14.12  0.132
88 H -0.83 -24.93 14.24  0.096
89 H -0.25 -25.33 15.93  0.099
90 H -1.36 -24.00 15.60  0.037
91 H -3.78 -24.95 17.15  0.055
92 H -5.20 -25.73 17.69  0.085
93 C -4.91 -23.52 13.22  -0.074
94 C -5.70 -22.43 13.94  -0.367
95 C -5.05 -20.94 13.71  -0.171
96 O -5.89 -19.91 14.18  -0.179
97 C -5.66 -19.60 15.55  -0.104
98 N -7.10 -22.55 13.58  0.055
99 H -3.88 -23.67 13.54  0.050
100 H -4.94 -23.19 12.18  0.092
101 H -5.38 -24.50 13.23  0.042
102 H -5.68 -22.68 15.00  0.109
103 H -4.98 -20.75 12.64  0.133
104 H -4.07 -20.82 14.18  -0.014
105 H -6.13 -20.35 16.18  0.097
106 H -6.11 -18.62 15.73  0.095
107 H -4.59 -19.49 15.72  0.031
108 H -7.58 -21.77 14.00  0.068
109 H -7.15 -22.30 12.61  0.072
110 C -2.58 -20.89 13.35  -0.114
111 C -1.06 -20.97 13.51  -0.388
112 C -0.41 -21.12 12.11  -0.193
113 O 0.88 -21.63 12.42  -0.191
114 C 1.71 -21.61 11.26  -0.093
115 N -0.37 -19.91 14.24  0.076
116 H -3.24 -20.78 14.22  -0.022
117 H -2.98 -21.82 12.96  0.101
118 H -2.89 -20.09 12.68  0.101
119 H -0.70 -21.92 13.90  0.122
120 H -0.40 -20.22 11.50  0.118
121 H -0.96 -21.83 11.49  0.127
122 H 2.76 -21.58 11.57  0.083
123 H 1.50 -20.69 10.71  0.086
124 H 1.69 -22.54 10.70  0.086
125 H 0.59 -19.98 13.96  0.088
126 H -0.65 -19.07 13.75  0.077
127 C -1.23 -17.89 19.96  -0.019
128 C -1.86 -18.64 18.82  -0.405
129 C -2.91 -19.68 19.18  -0.113
130 O -2.20 -20.64 20.03  -0.274
131 C -3.23 -21.57 20.55  -0.158
132 N -2.55 -17.63 17.97  0.023
133 H -0.63 -17.02 19.69  0.090
134 H -0.53 -18.60 20.40  0.076
135 H -2.07 -17.66 20.61  0.094
136 H -1.11 -19.09 18.17  0.126
137 H -3.11 -20.22 18.26  0.092
138 H -3.83 -19.29 19.61  0.107
139 H -4.02 -21.04 21.09  0.145
140 H -2.70 -22.17 21.30  0.110
141 H -3.58 -22.35 19.88  0.094
142 H -2.86 -18.18 17.18  -0.033
143 H -3.38 -17.24 18.39  0.082

Relative energy (zero: lowest compared OMol25 entry of this formula, charge and spin) (kJ/mol): 2923.7
Strongest force on any atom (eV Å⁻¹): 12.32
Orbital gap (eV): 7.85

[2]
Here is a cluster of 12 separate species, C34H92O32S12 in total in a non-equilibrium geometry from OMol25. Energies are from ωB97M-V/def2-TZVPD.

Each line ends with the Löwdin charge.
Element x y z (Å)
1 O 0.64 1.93 4.03  -0.289
2 S 1.16 1.47 5.28  0.600
3 O 2.58 1.53 5.46  -0.294
4 O 0.47 2.20 6.56  -0.274
5 C 0.79 1.73 7.88  -0.243
6 C 0.30 2.83 8.83  -0.055
7 C 0.62 -0.24 5.46  -0.095
8 H 1.87 1.65 7.98  0.120
9 H 0.27 0.78 7.97  0.113
10 H 0.65 2.67 9.85  0.082
11 H -0.79 2.80 8.88  0.066
12 H 0.64 3.84 8.63  0.086
13 H 1.16 -0.84 4.74  0.081
14 H -0.45 -0.18 5.23  0.049
15 H 0.78 -0.55 6.48  0.061
16 O 9.32 0.85 -2.30  -0.268
17 S 7.94 1.24 -2.22  0.607
18 O 7.07 1.05 -3.35  -0.285
19 O 7.32 0.48 -0.94  -0.261
20 C 5.87 0.51 -0.81  -0.256
21 C 5.61 0.10 0.62  -0.054
22 C 7.80 2.98 -1.71  -0.096
23 H 5.46 -0.16 -1.56  0.112
24 H 5.47 1.50 -1.01  0.081
25 H 5.96 0.77 1.41  0.079
26 H 6.03 -0.89 0.79  0.087
27 H 4.52 0.13 0.73  0.061
28 H 6.74 3.20 -1.79  0.055
29 H 8.34 3.54 -2.46  0.073
30 H 8.21 3.10 -0.71  0.072
31 O 1.71 3.09 0.75  -0.273
32 S 3.06 3.54 0.90  0.621
33 O 4.09 3.13 -0.02  -0.299
34 O 3.04 5.17 0.96  -0.266
35 C 4.29 5.87 0.91  -0.262
36 C 3.92 7.29 0.51  -0.062
37 C 3.56 3.17 2.59  -0.091
38 H 4.95 5.42 0.17  0.111
39 H 4.73 5.88 1.91  0.120
40 H 3.47 7.25 -0.49  0.082
41 H 4.76 7.98 0.41  0.082
42 H 3.22 7.72 1.22  0.082
43 H 3.39 4.02 3.24  0.078
44 H 4.63 2.93 2.58  0.068
45 H 3.09 2.22 2.82  0.048
46 O -0.73 -0.30 -5.36  -0.276
47 S -1.72 -1.10 -6.02  0.616
48 O -1.41 -1.78 -7.24  -0.269
49 O -2.17 -2.29 -4.94  -0.243
50 C -2.33 -1.81 -3.62  -0.294
51 C -3.52 -2.44 -2.92  -0.055
52 C -3.25 -0.20 -6.19  -0.104
53 H -2.48 -0.73 -3.53  0.115
54 H -1.46 -2.02 -3.00  0.081
55 H -3.37 -3.51 -2.77  0.047
56 H -4.52 -2.32 -3.34  0.085
57 H -3.59 -2.15 -1.87  0.054
58 H -4.08 -0.90 -6.26  0.078
59 H -3.17 0.38 -7.11  0.075
60 H -3.35 0.46 -5.33  0.069
61 O -3.44 4.21 0.21  -0.276
62 S -2.16 3.56 0.14  0.619
63 O -2.01 2.24 -0.43  -0.284
64 O -1.10 4.57 -0.59  -0.264
65 C -1.41 4.87 -1.95  -0.275
66 C -0.65 6.13 -2.32  -0.064
67 C -1.45 3.59 1.78  -0.100
68 H -2.47 5.09 -2.10  0.120
69 H -1.14 4.01 -2.57  0.108
70 H -1.14 7.02 -1.91  0.079
71 H -0.66 6.25 -3.41  0.082
72 H 0.35 6.20 -1.90  0.074
73 H -1.81 4.52 2.23  0.077
74 H -0.38 3.78 1.68  0.047
75 H -1.64 2.67 2.31  0.040
76 O -3.54 0.09 6.31  -0.298
77 S -4.41 0.63 5.29  0.613
78 O -5.54 -0.12 4.81  -0.272
79 O -5.03 2.01 5.87  -0.235
80 C -4.23 3.18 5.95  -0.265
81 C -3.15 3.08 7.03  -0.079
82 C -3.47 1.17 3.84  -0.116
83 H -4.86 4.04 6.19  0.124
84 H -3.78 3.46 5.00  0.103
85 H -3.62 2.79 7.97  0.088
86 H -2.70 4.05 7.25  0.082
87 H -2.33 2.43 6.75  0.050
88 H -4.22 1.58 3.16  0.072
89 H -3.03 0.35 3.29  0.022
90 H -2.70 1.83 4.23  0.054
91 O -3.54 -5.42 -0.53  -0.272
92 S -2.32 -5.85 -1.16  0.619
93 O -1.64 -4.93 -2.04  -0.281
94 O -1.26 -6.34 -0.01  -0.265
95 C 0.12 -6.54 -0.33  -0.267
96 C 1.04 -5.33 -0.27  -0.057
97 C -2.50 -7.41 -2.02  -0.103
98 H 0.16 -6.89 -1.37  0.104
99 H 0.53 -7.35 0.26  0.127
100 H 2.03 -5.49 -0.68  0.086
101 H 1.15 -5.16 0.81  0.077
102 H 0.69 -4.39 -0.70  0.052
103 H -2.92 -8.17 -1.38  0.076
104 H -1.52 -7.72 -2.36  0.064
105 H -3.13 -7.23 -2.90  0.078
106 O -5.53 -0.38 -0.88  -0.280
107 S -5.32 -0.42 0.55  0.626
108 O -5.67 0.69 1.38  -0.266
109 O -6.08 -1.74 1.12  -0.246
110 C -6.49 -2.73 0.21  -0.305
111 C -7.04 -3.94 0.96  -0.058
112 C -3.65 -0.95 0.91  -0.110
113 H -5.75 -3.03 -0.55  0.110
114 H -7.26 -2.37 -0.48  0.119
115 H -6.26 -4.45 1.54  0.069
116 H -7.53 -4.69 0.34  0.079
117 H -7.78 -3.59 1.68  0.080
118 H -3.48 -1.82 0.28  0.052
119 H -3.66 -1.33 1.94  0.037
120 H -2.94 -0.14 0.80  0.048
121 O 1.37 -5.33 -4.48  -0.284
122 S 2.09 -4.12 -4.15  0.594
123 O 3.23 -4.20 -3.29  -0.293
124 O 2.54 -3.41 -5.52  -0.272
125 C 1.62 -3.39 -6.63  -0.243
126 C 1.93 -2.13 -7.40  -0.077
127 C 1.06 -2.78 -3.56  -0.099
128 H 0.57 -3.32 -6.34  0.099
129 H 1.77 -4.28 -7.24  0.125
130 H 2.99 -2.00 -7.64  0.079
131 H 1.61 -1.21 -6.91  0.057
132 H 1.43 -2.13 -8.37  0.089
133 H 0.17 -2.78 -4.19  0.045
134 H 1.66 -1.89 -3.72  0.069
135 H 0.65 -2.91 -2.56  0.047
136 O 3.34 0.56 -6.93  -0.281
137 S 3.71 1.05 -5.63  0.637
138 O 4.41 2.30 -5.44  -0.288
139 O 2.35 1.07 -4.71  -0.258
140 C 2.53 1.50 -3.35  -0.274
141 C 1.12 1.77 -2.83  -0.052
142 C 4.66 -0.25 -4.83  -0.103
143 H 3.07 2.44 -3.26  0.119
144 H 3.04 0.72 -2.78  0.102
145 H 0.45 0.93 -3.00  0.075
146 H 0.78 2.66 -3.36  0.081
147 H 1.21 1.98 -1.77  0.067
148 H 4.03 -1.13 -4.75  0.060
149 H 5.02 0.07 -3.86  0.021
150 H 5.54 -0.45 -5.44  0.083
151 C 1.61 -1.05 -0.50  -0.236
152 S 0.12 -1.33 0.50  0.840
153 O -0.96 -1.54 -0.53  -0.533
154 C -0.09 0.32 1.20  -0.246
155 H 2.33 -0.39 -0.01  0.040
156 H 1.35 -0.67 -1.48  0.031
157 H 2.19 -1.96 -0.68  0.051
158 H 0.02 1.03 0.38  0.036
159 H 0.63 0.55 1.99  0.041
160 H -1.08 0.43 1.63  0.027
161 C -1.99 -3.76 2.48  -0.240
162 S -2.00 -2.90 4.09  0.880
163 O -1.94 -1.42 3.74  -0.591
164 C -3.71 -3.24 4.55  -0.243
165 H -1.17 -3.39 1.87  0.014
166 H -2.97 -3.63 2.02  0.042
167 H -1.82 -4.84 2.57  0.056
168 H -3.92 -4.30 4.68  0.060
169 H -4.42 -2.81 3.84  0.054
170 H -3.97 -2.61 5.41  0.044

Strongest force on any atom (eV Å⁻¹): 2.87
Orbital gap (eV): 9.15

[3]
Here is a structure of composition C34H93BN13O13P7SSi2 in a non-equilibrium geometry from OMol25. Energies are from ωB97M-V/def2-TZVPD.

Each line ends with the Löwdin charge.
Element x y z (Å)
1 C -0.04 -3.33 1.00  -0.073
2 B 0.40 -4.61 1.94  -0.482
3 O -0.48 -4.98 3.10  -0.039
4 Si 2.03 -5.68 1.66  0.355
5 O 2.19 -6.67 3.10  -0.399
6 Si 3.80 -6.47 3.85  0.440
7 C 3.88 -7.90 5.19  -0.255
8 O 2.48 -8.23 5.52  -0.180
9 N 2.19 -9.33 4.78  -0.069
10 O 1.04 -9.29 4.37  0.033
11 C 5.23 -6.82 2.63  -0.267
12 C 6.17 -5.56 2.21  -0.188
13 C 7.76 -5.92 1.81  -0.016
14 C 8.85 -4.79 1.30  -0.028
15 C 8.38 -3.22 1.17  -0.177
16 C 9.41 -2.03 0.62  -0.111
17 C 6.83 -2.80 1.59  -0.015
18 C 5.76 -3.98 2.09  -0.058
19 P 3.92 -4.60 4.99  0.288
20 O 2.91 -3.32 4.28  -0.332
21 O 5.54 -4.05 5.34  -0.307
22 S 3.08 -4.96 6.75  0.283
23 P 1.64 -6.89 -0.18  0.606
24 P 2.10 -5.70 -1.98  0.468
25 O 3.52 -4.94 -1.85  -0.447
26 O 0.92 -4.47 -2.34  -0.259
27 O 2.18 -6.74 -3.41  -0.271
28 H -0.96 -2.80 1.56  0.089
29 H -0.51 -3.78 0.01  0.064
30 H 0.84 -2.58 0.80  0.090
31 H 0.12 -4.77 3.91  0.117
32 H 3.19 -4.86 1.34  -0.027
33 H 4.48 -8.80 4.73  0.108
34 H 4.43 -7.48 6.15  0.096
35 H 5.94 -7.66 3.09  0.105
36 H 4.79 -7.28 1.64  0.103
37 H 8.11 -7.05 1.88  0.088
38 H 9.94 -5.14 1.01  0.091
39 H 9.58 -2.22 -0.54  0.092
40 H 8.85 -0.99 0.69  0.077
41 H 10.46 -2.05 1.15  0.070
42 H 6.53 -1.66 1.48  0.090
43 H 4.67 -3.64 2.36  0.036
44 H 3.48 -2.55 3.97  0.072
45 H 5.58 -3.09 5.01  0.082
46 H 2.61 -7.95 -0.20  -0.094
47 H 0.05 -4.78 -1.92  0.065
48 H 1.32 -6.61 -3.94  0.081
49 O 13.45 -1.51 1.99  -0.323
50 P 14.24 -1.81 3.29  0.742
51 N 15.66 -1.08 2.67  -0.351
52 C 16.20 -1.47 1.37  -0.119
53 C 15.59 0.38 2.70  -0.141
54 N 14.23 -3.50 3.11  -0.326
55 C 15.36 -4.32 2.74  -0.130
56 C 13.00 -4.09 2.58  -0.153
57 N 15.15 -2.14 4.78  -0.294
58 C 14.39 -1.69 5.95  -0.153
59 C 16.57 -1.88 5.01  -0.132
60 H 17.13 -0.93 1.15  0.084
61 H 15.50 -1.28 0.55  0.083
62 H 16.48 -2.52 1.34  0.054
63 H 15.25 0.73 3.69  0.072
64 H 14.89 0.77 1.95  0.080
65 H 16.57 0.84 2.53  0.082
66 H 15.49 -4.38 1.66  0.080
67 H 15.22 -5.35 3.11  0.083
68 H 16.30 -3.98 3.18  0.065
69 H 12.97 -4.03 1.49  0.075
70 H 12.12 -3.59 2.99  0.068
71 H 12.92 -5.15 2.87  0.080
72 H 14.39 -0.60 6.02  0.074
73 H 14.79 -2.10 6.88  0.081
74 H 13.35 -2.02 5.88  0.078
75 H 16.78 -0.81 5.10  0.080
76 H 17.20 -2.30 4.23  0.071
77 H 16.90 -2.36 5.94  0.089
78 O -3.39 -0.65 2.10  -0.326
79 P -4.48 -0.10 1.15  0.740
80 N -5.08 0.98 2.34  -0.350
81 C -5.43 0.50 3.68  -0.120
82 C -4.22 2.16 2.49  -0.142
83 N -5.36 -1.55 1.06  -0.327
84 C -6.64 -1.81 1.69  -0.131
85 C -4.59 -2.79 1.02  -0.147
86 N -5.73 0.52 0.05  -0.288
87 C -5.13 0.90 -1.23  -0.152
88 C -6.78 1.49 0.39  -0.124
89 H -5.82 1.32 4.29  0.083
90 H -4.58 0.07 4.20  0.082
91 H -6.23 -0.23 3.65  0.053
92 H -3.98 2.59 1.51  0.071
93 H -3.27 1.91 2.99  0.079
94 H -4.72 2.94 3.07  0.081
95 H -6.53 -2.13 2.73  0.080
96 H -7.18 -2.60 1.16  0.082
97 H -7.31 -0.94 1.67  0.065
98 H -4.28 -3.10 2.03  0.079
99 H -3.69 -2.67 0.41  0.064
100 H -5.17 -3.61 0.58  0.079
101 H -4.55 1.82 -1.14  0.073
102 H -5.89 1.04 -2.01  0.078
103 H -4.47 0.11 -1.59  0.076
104 H -6.38 2.50 0.54  0.084
105 H -7.34 1.20 1.28  0.074
106 H -7.52 1.54 -0.42  0.067
107 O -9.02 3.83 -1.11  -0.326
108 P -10.11 4.38 -2.06  0.740
109 N -10.72 5.45 -0.87  -0.347
110 C -11.06 4.98 0.46  -0.120
111 C -9.85 6.63 -0.72  -0.139
112 N -11.00 2.93 -2.15  -0.324
113 C -12.28 2.67 -1.52  -0.129
114 C -10.22 1.69 -2.19  -0.146
115 N -11.37 5.00 -3.16  -0.288
116 C -10.77 5.38 -4.44  -0.150
117 C -12.41 5.96 -2.82  -0.131
118 H -11.46 5.80 1.08  0.084
119 H -10.21 4.55 0.99  0.081
120 H -11.87 4.25 0.44  0.054
121 H -9.62 7.06 -1.70  0.069
122 H -8.91 6.39 -0.22  0.079
123 H -10.36 7.42 -0.15  0.081
124 H -12.16 2.34 -0.48  0.080
125 H -12.81 1.88 -2.05  0.083
126 H -12.94 3.53 -1.54  0.065
127 H -9.91 1.38 -1.18  0.069
128 H -9.33 1.81 -2.81  0.071
129 H -10.80 0.87 -2.63  0.081
130 H -10.18 6.30 -4.35  0.070
131 H -11.53 5.52 -5.22  0.082
132 H -10.10 4.58 -4.80  0.075
133 H -12.01 6.97 -2.67  0.080
134 H -12.98 5.67 -1.93  0.070
135 H -13.15 6.02 -3.63  0.089
136 O -7.64 6.39 -5.84  -0.325
137 P -6.13 6.66 -6.07  0.745
138 N -6.00 5.36 -7.18  -0.349
139 C -6.47 4.03 -6.83  -0.118
140 C -6.55 5.71 -8.49  -0.140
141 N -5.65 6.24 -4.49  -0.322
142 C -4.94 5.03 -4.12  -0.126
143 C -6.54 6.63 -3.40  -0.142
144 N -4.40 6.98 -6.33  -0.293
145 C -4.19 8.40 -6.62  -0.153
146 C -3.49 6.18 -7.14  -0.131
147 H -6.27 3.32 -7.65  0.085
148 H -7.54 4.00 -6.62  0.077
149 H -5.93 3.62 -5.98  0.054
150 H -6.18 6.69 -8.82  0.072
151 H -7.65 5.77 -8.47  0.080
152 H -6.25 4.98 -9.25  0.082
153 H -5.62 4.19 -3.95  0.078
154 H -4.38 5.19 -3.18  0.084
155 H -4.19 4.73 -4.85  0.066
156 H -7.36 5.93 -3.29  0.059
157 H -6.96 7.63 -3.58  0.073
158 H -6.00 6.69 -2.45  0.084
159 H -4.54 8.64 -7.63  0.074
160 H -3.13 8.67 -6.54  0.081
161 H -4.74 9.02 -5.91  0.078
162 H -3.69 6.28 -8.21  0.080
163 H -3.52 5.12 -6.88  0.072
164 H -2.45 6.49 -6.97  0.089

Strongest force on any atom (eV Å⁻¹): 7.51
Orbital gap (eV): 6.61

no.,E_LUMO (Ha)
1,0.024
2,-0.002
3,-0.042